## P
The following is a DFT calculation (the ωB97M-V functional and the def2-TZVPD basis) of 2 unconnected molecules or ions with the total composition C3H3IO.

ORCA input file:
```
! wB97M-V def2-TZVPD RIJCOSX def2/J DEFGRID3
* xyz 0 1
C 1.335 0.861 0.742
C 0.871 -0.084 0.167
C 0.598 -1.493 -0.245
O 0.670 -2.460 0.509
H 1.331 1.860 1.128
H 0.180 -1.557 -1.279
I -2.412 0.823 -0.046
H -2.574 2.050 -0.976
*
```

Values from the calculation:
- HOMO: -9.976 eV
- HOMO-LUMO gap: 9.744 eV

Okay, here come the Löwdin numbers, in e, for every atom: C 0.1005; C -0.1605; C -0.2929; O 0.0454; H 0.0429; H 0.1117; I 0.5373; H -0.3843

## Q
The following is a DFT calculation (the ωB97M-V functional and the def2-TZVPD basis) of 2 unconnected molecules or ions with the total composition C3H3IO.

ORCA input file:
```
! wB97M-V def2-TZVPD RIJCOSX def2/J DEFGRID3
* xyz 0 1
C 1.261 -0.434 2.008
C 0.876 -0.240 0.869
C 0.138 -0.084 -0.342
O -1.006 0.250 -0.524
H 1.973 -0.746 2.718
H 0.737 -0.415 -1.167
I -2.691 1.998 -3.343
H -2.558 2.213 -1.771
*
```

Values from the calculation:
- HOMO: -9.728 eV
- HOMO-LUMO gap: 9.431 eV

Okay, here come the Löwdin numbers, in e, for every atom: C 0.1605; C -0.0506; C -0.3060; O 0.0329; H 0.0317; H 0.1073; I 0.3847; H -0.3604

Question: which arrangement is favored energetically? Ranking from most to least stable: Q, P.

## P
The following is a DFT calculation (the ωB97M-V functional and the def2-TZVPD basis) of a molecular structure, BrH16O8.

ORCA input file:
```
! wB97M-V def2-TZVPD RIJCOSX def2/J DEFGRID3
* xyz -1 1
Br -0.057 -0.004 0.004
O 0.399 2.522 -1.294
H 0.108 1.646 -1.041
H -0.256 3.111 -0.917
O -0.858 -2.108 1.727
H 0.052 -2.089 2.022
H -0.859 -1.593 0.920
O 1.581 1.008 2.036
H 1.794 1.753 1.474
H 0.871 0.558 1.578
O -2.514 -1.415 -0.647
H -2.142 -2.111 -1.189
H -1.825 -0.752 -0.602
O -2.161 1.603 0.324
H -2.148 2.050 1.170
H -1.348 1.099 0.307
O 2.834 0.271 -0.388
H 1.996 0.330 0.070
H 2.605 0.324 -1.315
O -0.688 -0.524 -2.484
H -0.444 -0.459 -1.560
H -1.558 -0.129 -2.531
O 1.643 -2.041 0.626
H 0.998 -1.420 0.287
H 1.978 -1.630 1.423
*
```

Values from the calculation:
- HOMO: -6.765 eV
- HOMO-LUMO gap: 10.027 eV

Okay, here come the Löwdin numbers, in e, for every atom: Br 0.9987; O -0.1081; H -0.1380; H 0.0212; O -0.1220; H 0.0005; H -0.1219; O -0.1159; H 0.0304; H -0.1384; O -0.0966; H 0.0433; H -0.1246; O -0.1248; H 0.0331; H -0.2224; O -0.1037; H -0.1260; H 0.0362; O -0.1416; H -0.2391; H 0.0345; O -0.1249; H -0.1811; H 0.0312

## Q
The following is a DFT calculation (the ωB97M-V functional and the def2-TZVPD basis) of 9 unconnected molecules or ions with the total composition BrH16O8.

ORCA input file:
```
! wB97M-V def2-TZVPD RIJCOSX def2/J DEFGRID3
* xyz -1 1
Br 8.507 -11.702 13.843
O 7.768 -13.990 11.604
H 8.242 -13.437 10.984
H 7.553 -13.406 12.331
O 5.915 -10.277 15.961
H 6.336 -10.773 16.663
H 6.521 -10.342 15.224
O 11.833 -12.125 14.383
H 11.816 -13.027 14.703
H 10.991 -12.012 13.941
O 8.948 -8.826 11.856
H 8.513 -9.051 11.034
H 8.701 -9.528 12.458
O 9.164 -9.334 16.405
H 8.424 -9.169 16.989
H 8.920 -10.127 15.927
O 5.829 -11.055 11.782
H 6.584 -11.435 12.232
H 6.210 -10.499 11.103
O 7.411 -14.704 14.931
H 8.229 -14.216 14.840
H 7.672 -15.540 15.317
O 10.768 -14.165 12.092
H 10.385 -13.328 12.355
H 10.921 -14.628 12.915
*
```

Values from the calculation:
- HOMO: -6.416 eV
- HOMO-LUMO gap: 9.381 eV

Okay, here come the Löwdin numbers, in e, for every atom: Br 0.2033; O -0.1060; H 0.0172; H -0.1086; O -0.0779; H 0.0206; H -0.0501; O -0.0935; H 0.0145; H -0.1146; O -0.0837; H 0.0114; H -0.0897; O -0.0837; H 0.0126; H -0.0864; O -0.0822; H -0.1042; H 0.0140; O -0.0871; H -0.0570; H 0.0187; O -0.0682; H -0.0413; H 0.0221

Question: which arrangement is favored energetically? Ranking from most to least stable: Q, P.

## P
The following is a DFT calculation (the ωB97M-V functional and the def2-TZVPD basis) of a molecular structure, C2H13NO3.

ORCA input file:
```
! wB97M-V def2-TZVPD RIJCOSX def2/J DEFGRID3
* xyz 0 1
H 0.454 0.506 0.901
O 0.207 1.226 1.729
N 0.695 -0.280 -0.202
H 0.913 1.857 1.910
H 0.276 0.024 -1.083
C -0.002 -1.570 0.032
H 0.275 -2.295 -0.746
H -1.074 -1.473 -0.110
H 1.694 -0.380 -0.333
C 0.095 -2.044 1.465
H -0.558 -2.893 1.719
H 1.085 -2.490 1.601
H -0.208 -1.349 2.236
O -0.256 0.391 -2.929
H 0.379 1.053 -3.253
H -1.028 0.667 -3.430
O -1.080 3.401 0.012
H -0.649 3.124 0.846
H -1.218 2.527 -0.366
*
```

Values from the calculation:
- HOMO: -9.587 eV
- HOMO-LUMO gap: 9.870 eV

Okay, here come the Löwdin numbers, in e, for every atom: H -0.0173; O -0.2172; N 0.0180; H -0.0011; H 0.0557; C -0.2818; H 0.1134; H 0.1092; H 0.1169; C -0.1071; H 0.0752; H 0.0723; H 0.0660; O -0.0514; H 0.0653; H 0.0514; O -0.0885; H 0.0128; H 0.0083

## Q
The following is a DFT calculation (the ωB97M-V functional and the def2-TZVPD basis) of 4 unconnected molecules or ions with the total composition C2H13NO3.

ORCA input file:
```
! wB97M-V def2-TZVPD RIJCOSX def2/J DEFGRID3
* xyz 0 1
C -2.940 -0.125 -1.829
C -2.200 0.977 -1.069
N -1.058 0.448 -0.329
H -3.444 -0.769 -1.103
H -3.645 0.316 -2.536
H -2.266 -0.822 -2.328
H -1.952 1.825 -1.712
H -2.938 1.419 -0.377
H -1.026 1.044 0.505
H -1.302 -0.377 0.217
O 1.772 0.541 3.335
H 1.755 0.980 4.198
H 2.622 0.142 3.186
O 1.799 -0.467 -0.751
H 0.950 -0.086 -0.462
H 1.515 -0.797 -1.611
O 4.204 -1.189 1.195
H 3.476 -1.105 0.572
H 4.678 -1.956 0.901
*
```

Values from the calculation:
- HOMO: -10.180 eV
- HOMO-LUMO gap: 11.030 eV

Okay, here come the Löwdin numbers, in e, for every atom: C -0.1110; C -0.3428; N -0.0279; H 0.0679; H 0.0704; H 0.0663; H 0.1038; H 0.1028; H 0.0843; H 0.0826; O -0.0610; H 0.0372; H 0.0100; O -0.0726; H -0.0070; H 0.0356; O -0.0537; H -0.0041; H 0.0191

Question: which arrangement is favored energetically? Ranking from most to least stable: Q, P.

## P
The following is a DFT calculation (the ωB97M-V functional and the def2-TZVPD basis) of a molecular structure, C2H3Br6Ca2F2O3PRb.

ORCA input file:
```
! wB97M-V def2-TZVPD RIJCOSX def2/J DEFGRID3
* xyz 3 1
Rb 17.759 0.004 10.594
Ca 18.909 5.803 11.997
Ca 20.097 3.994 14.748
O 19.270 5.931 14.179
H 19.341 6.782 14.633
O 17.209 4.496 12.568
P 17.129 3.186 13.281
O 18.130 2.898 14.366
F 17.219 2.018 12.221
F 15.748 2.950 13.869
C 15.015 0.536 16.111
Br 15.110 -0.455 17.749
Br 13.209 0.924 15.620
Br 15.934 -0.491 14.678
H 15.528 1.486 16.127
C 14.115 6.063 13.183
Br 13.094 7.163 11.980
Br 12.934 5.211 14.463
Br 15.511 7.086 14.116
H 14.634 5.327 12.587
*
```

Values from the calculation:
- HOMO: -16.268 eV
- HOMO-LUMO gap: 4.389 eV

Okay, here come the Löwdin numbers, in e, for every atom: Rb 0.9996; Ca 1.6552; Ca 1.6842; O -0.6821; H 0.0227; O -0.4624; P 0.2182; O -0.4198; F -0.2539; F -0.0263; C -1.6122; Br 0.6584; Br 0.6314; Br 0.5081; H -0.0501; C -1.6170; Br 0.6451; Br 0.6184; Br 0.5496; H -0.0669

## Q
The following is a DFT calculation (the ωB97M-V functional and the def2-TZVPD basis) of a molecular structure, C2H3Br6Ca2F2O3PRb.

ORCA input file:
```
! wB97M-V def2-TZVPD RIJCOSX def2/J DEFGRID3
* xyz 3 1
Rb -4.291 -2.145 -2.328
Ca -2.324 -1.500 3.113
Ca -2.353 1.457 1.151
O -3.520 -0.409 1.505
H -4.268 -0.503 0.883
O -1.129 -2.163 1.223
P -1.022 -1.603 -0.123
O -1.344 -0.145 -0.338
F -2.107 -2.464 -0.998
F 0.463 -1.958 -0.665
C 2.094 0.367 1.624
Br 1.159 2.008 1.096
Br 1.813 -0.139 3.527
Br 4.047 0.626 1.343
H 1.776 -0.480 1.016
C 2.200 1.802 -2.587
Br 0.407 2.470 -2.222
Br 2.430 -0.101 -1.914
Br 3.478 3.015 -1.670
H 2.492 1.864 -3.636
*
```

Values from the calculation:
- HOMO: -16.664 eV
- HOMO-LUMO gap: 5.197 eV

Okay, here come the Löwdin numbers, in e, for every atom: Rb 1.0483; Ca 1.6731; Ca 1.5504; O -0.6798; H 0.0022; O -0.4105; P 0.3100; O -0.4660; F -0.2992; F -0.1378; C -1.4935; Br 0.5382; Br 0.5645; Br 0.6232; H -0.0669; C -1.4044; Br 0.5096; Br 0.5775; Br 0.5647; H -0.0037

Question: which arrangement is favored energetically? Ranking from most to least stable: P, Q.